(1)
{
  "formula": "C19H21FN2O5S2",
  "method": "ωB97M-V with the def2-TZVPD basis set",
  "multiplicity": 1,
  "e_homo_ev": -8.89,
  "total_energy_ha": -2118.59747,
  "fmax_ev_per_a": 1.1,
  "charge": 0,
  "orbital_gap_ha": 0.3304,
  "smiles": "O=C(COC(=O)C1CCN(S(=O)(=O)c2cccs2)CC1)NCc1ccc(F)cc1",
  "symbols": ["O", "C", "C", "O", "C", "O", "C", "C", "C", "N", "S", "O", "O", "C", "C", "C", "C", "S", "C", "C", "N", "C", "C", "C", "C", "C", "F", "C", "C", "H", "H", "H", "H", "H", "H", "H", "H", "H", "H", "H", "H", "H", "H", "H", "H", "H", "H", "H", "H", "H"],
  "coordinates": [[-4.054, -2.084, 1.675], [-2.966, -2.003, 1.144], [-2.424, -3.171, 0.311], [-1.171, -2.844, -0.272], [-0.280, -3.818, -0.479], [-0.485, -4.983, -0.278], [1.049, -3.221, -0.919], [1.702, -2.669, 0.361], [2.916, -1.797, 0.043], [2.620, -0.778, -0.942], [1.713, 0.501, -0.358], [0.690, 0.104, 0.579], [1.305, 1.298, -1.472], [2.950, 1.366, 0.560], [2.985, 1.621, 1.897], [4.138, 2.342, 2.272], [4.945, 2.613, 1.211], [4.315, 2.000, -0.267], [2.133, -1.334, -2.190], [0.845, -2.121, -1.968], [-2.149, -0.946, 1.243], [-2.555, 0.280, 1.901], [-3.025, 1.298, 0.891], [-2.104, 1.900, 0.041], [-2.517, 2.807, -0.917], [-3.865, 3.103, -1.011], [-4.279, 3.994, -1.941], [-4.804, 2.514, -0.185], [-4.374, 1.604, 0.765], [-3.152, -3.398, -0.476], [-2.325, -4.061, 0.943], [1.670, -4.023, -1.330], [0.976, -2.055, 0.896], [2.002, -3.496, 1.007], [3.739, -2.402, -0.349], [3.257, -1.287, 0.948], [2.209, 1.303, 2.568], [4.351, 2.643, 3.282], [5.877, 3.143, 1.212], [2.922, -1.968, -2.604], [1.956, -0.494, -2.862], [0.081, -1.424, -1.623], [0.511, -2.565, -2.907], [-1.276, -0.911, 0.736], [-1.695, 0.667, 2.455], [-3.362, 0.025, 2.592], [-1.056, 1.652, 0.122], [-1.811, 3.275, -1.583], [-5.847, 2.764, -0.292], [-5.093, 1.124, 1.411]],
  "nbo_charge": [-0.632, 0.654, -0.166, -0.529, 0.817, -0.582, -0.318, -0.424, -0.230, -0.666, 2.336, -0.975, -0.928, -0.576, -0.192, -0.268, -0.380, 0.516, -0.231, -0.421, -0.612, -0.242, -0.060, -0.188, -0.280, 0.397, -0.329, -0.285, -0.175, 0.214, 0.230, 0.226, 0.237, 0.226, 0.210, 0.221, 0.245, 0.235, 0.244, 0.204, 0.242, 0.227, 0.224, 0.430, 0.207, 0.235, 0.230, 0.232, 0.228, 0.221]
}



(2)
{
  "formula": "C19H21FN2O6S",
  "method": "ωB97M-V with the def2-TZVPD basis set",
  "multiplicity": 1,
  "e_homo_ev": -8.60,
  "total_energy_ha": -1795.58654,
  "fmax_ev_per_a": 1.3,
  "charge": 0,
  "orbital_gap_ha": 0.3382,
  "smiles": "COCCNC(=O)CN(c1ccc(F)cc1)S(=O)(=O)c1ccc2c(c1)OCCO2",
  "symbols": ["C", "O", "C", "C", "N", "C", "O", "C", "N", "C", "C", "C", "C", "F", "C", "C", "S", "O", "O", "C", "C", "C", "C", "C", "C", "O", "C", "C", "O", "H", "H", "H", "H", "H", "H", "H", "H", "H", "H", "H", "H", "H", "H", "H", "H", "H", "H", "H", "H", "H"],
  "coordinates": [[-3.429, -1.177, -0.271], [-3.774, -2.543, -0.212], [-2.671, -3.413, -0.292], [-1.946, -3.579, 1.066], [-0.512, -3.414, 0.968], [0.049, -2.190, 1.046], [-0.551, -1.196, 1.398], [1.560, -2.155, 0.792], [1.860, -1.026, -0.058], [3.100, -0.393, -0.020], [4.215, -0.985, 0.573], [5.429, -0.323, 0.611], [5.529, 0.931, 0.040], [6.714, 1.579, 0.074], [4.442, 1.536, -0.566], [3.229, 0.876, -0.587], [0.875, -0.852, -1.415], [1.691, -0.566, -2.556], [0.069, -2.041, -1.476], [-0.187, 0.553, -1.109], [-1.084, 0.869, -2.115], [-1.970, 1.912, -1.929], [-1.951, 2.643, -0.746], [-0.997, 2.350, 0.240], [-0.123, 1.285, 0.056], [-0.888, 3.086, 1.384], [-1.596, 4.307, 1.343], [-2.986, 4.088, 0.751], [-2.876, 3.633, -0.582], [-2.693, -0.902, 0.492], [-3.012, -0.924, -1.253], [-4.351, -0.623, -0.110], [-1.947, -3.049, -1.034], [-3.079, -4.370, -0.627], [-2.147, -4.560, 1.500], [-2.311, -2.810, 1.751], [-0.020, -4.128, 0.455], [2.045, -2.001, 1.761], [1.907, -3.097, 0.352], [4.149, -1.973, 0.999], [6.293, -0.776, 1.070], [4.550, 2.513, -1.008], [2.378, 1.336, -1.059], [-1.080, 0.289, -3.023], [-2.698, 2.174, -2.680], [0.576, 1.044, 0.838], [-1.652, 4.666, 2.371], [-1.050, 5.034, 0.726], [-3.556, 5.016, 0.714], [-3.523, 3.345, 1.354]],
  "nbo_charge": [-0.265, -0.536, -0.089, -0.263, -0.604, 0.703, -0.644, -0.303, -0.697, 0.225, -0.266, -0.254, 0.374, -0.325, -0.260, -0.219, 2.326, -0.919, -0.953, -0.335, -0.193, -0.233, 0.231, 0.280, -0.224, -0.487, -0.098, -0.099, -0.478, 0.193, 0.166, 0.186, 0.195, 0.184, 0.201, 0.236, 0.394, 0.239, 0.197, 0.217, 0.230, 0.233, 0.229, 0.237, 0.233, 0.256, 0.206, 0.181, 0.205, 0.184]
}



(3)
{
  "formula": "C19H21N3O2",
  "method": "ωB97M-V with the def2-TZVPD basis set",
  "multiplicity": 1,
  "e_homo_ev": -7.92,
  "total_energy_ha": -1051.41375,
  "fmax_ev_per_a": 0.6,
  "charge": 0,
  "orbital_gap_ha": 0.3161,
  "smiles": "CCOc1ccccc1NC(=O)NCCc1c[nH]c2ccccc12",
  "symbols": ["C", "C", "O", "C", "C", "C", "C", "C", "C", "N", "C", "O", "N", "C", "C", "C", "C", "N", "C", "C", "C", "C", "C", "C", "H", "H", "H", "H", "H", "H", "H", "H", "H", "H", "H", "H", "H", "H", "H", "H", "H", "H", "H", "H", "H"],
  "coordinates": [[-0.801, -0.638, 2.695], [0.651, -0.256, 2.967], [1.303, 0.252, 1.823], [1.778, -0.598, 0.863], [1.714, -1.983, 0.925], [2.296, -2.767, -0.058], [2.954, -2.176, -1.118], [3.005, -0.796, -1.203], [2.409, 0.011, -0.241], [2.533, 1.400, -0.361], [1.583, 2.407, -0.321], [1.909, 3.549, -0.580], [0.320, 2.028, -0.035], [-0.781, 2.953, 0.005], [-1.914, 2.495, -0.929], [-2.449, 1.164, -0.512], [-3.517, 0.924, 0.302], [-3.669, -0.423, 0.504], [-2.694, -1.085, -0.183], [-2.420, -2.444, -0.280], [-1.345, -2.825, -1.052], [-0.561, -1.882, -1.723], [-0.823, -0.535, -1.627], [-1.898, -0.115, -0.841], [-0.864, -1.418, 1.939], [-1.264, -0.994, 3.612], [-1.350, 0.230, 2.336], [1.207, -1.102, 3.388], [0.688, 0.570, 3.684], [1.227, -2.471, 1.754], [2.237, -3.841, 0.020], [3.422, -2.781, -1.879], [3.514, -0.323, -2.030], [3.387, 1.717, -0.800], [0.125, 1.072, 0.206], [-0.392, 3.924, -0.310], [-1.165, 3.038, 1.030], [-1.528, 2.434, -1.948], [-2.711, 3.239, -0.901], [-4.194, 1.624, 0.754], [-4.396, -0.852, 1.049], [-3.032, -3.173, 0.233], [-1.102, -3.873, -1.148], [0.268, -2.223, -2.323], [-0.211, 0.184, -2.151]],
  "nbo_charge": [-0.647, -0.061, -0.517, 0.341, -0.296, -0.206, -0.235, -0.211, 0.077, -0.633, 0.797, -0.671, -0.645, -0.204, -0.422, -0.098, -0.026, -0.544, 0.201, -0.269, -0.213, -0.232, -0.198, -0.131, 0.220, 0.215, 0.215, 0.172, 0.196, 0.218, 0.215, 0.216, 0.214, 0.410, 0.415, 0.239, 0.179, 0.217, 0.217, 0.211, 0.412, 0.212, 0.212, 0.219, 0.222]
}



(4)
{
  "formula": "C19H21N3O2S",
  "method": "ωB97M-V with the def2-TZVPD basis set",
  "multiplicity": 1,
  "e_homo_ev": -7.96,
  "total_energy_ha": -1448.85086,
  "fmax_ev_per_a": 19.3,
  "charge": 0,
  "orbital_gap_ha": 0.2837,
  "smiles": "CCc1cc2c(C)cc(C)cc2nc1SCC(=O)Nc1cc(C)on1",
  "symbols": ["C", "C", "C", "C", "C", "C", "C", "C", "C", "C", "C", "C", "N", "C", "S", "C", "C", "O", "N", "C", "C", "C", "C", "O", "N", "H", "H", "H", "H", "H", "H", "H", "H", "H", "H", "H", "H", "H", "H", "H", "H", "H", "H", "H", "H", "H"],
  "coordinates": [[-3.734, 2.253, 0.050], [-3.071, 2.367, 1.098], [-1.705, 1.477, 1.295], [-1.613, 0.178, 1.709], [-0.778, -0.706, 1.583], [-0.716, -2.109, 1.910], [-1.850, -2.842, 2.535], [0.530, -2.657, 1.795], [1.665, -2.181, 1.619], [3.044, -2.879, 1.284], [1.632, -0.894, 1.157], [0.512, 0.025, 0.992], [0.495, 1.282, 0.898], [-0.663, 1.920, 0.748], [-0.353, 3.566, 0.147], [0.828, 3.291, -1.306], [0.448, 1.850, -1.782], [-0.925, 1.616, -2.090], [1.460, 0.955, -1.739], [1.193, -0.479, -1.998], [-0.220, -1.307, -2.006], [0.626, -2.479, -1.831], [-0.122, -3.704, -2.104], [1.823, -2.486, -1.790], [2.412, -1.271, -1.730], [-3.172, 2.547, -0.833], [-4.261, 1.264, -0.054], [-4.657, 2.899, -0.086], [-2.794, 3.252, 1.464], [-3.741, 2.209, 2.101], [-2.657, -0.252, 1.964], [-2.174, -2.146, 3.334], [-1.502, -3.852, 2.757], [-2.588, -2.723, 1.591], [0.552, -3.784, 2.107], [3.071, -3.139, 0.480], [3.702, -2.321, 1.584], [3.120, -3.709, 2.089], [2.670, -0.219, 0.721], [0.529, 3.920, -2.047], [1.705, 3.236, -0.742], [2.211, 1.212, -1.505], [-1.010, -0.744, -2.033], [0.241, -4.534, -2.387], [-1.060, -3.685, -2.366], [-0.268, -4.043, -0.913]],
  "nbo_charge": [-0.635, -0.370, -0.067, -0.165, -0.039, 0.000, -0.642, -0.162, -0.078, -0.485, -0.158, 0.207, -0.493, 0.088, 0.218, -0.572, 0.684, -0.698, -0.554, 0.305, -0.336, 0.404, -0.611, -0.264, -0.208, 0.243, 0.205, 0.223, 0.218, 0.177, 0.181, 0.235, 0.234, 0.222, 0.175, 0.165, 0.198, 0.180, 0.189, 0.258, 0.241, 0.370, 0.267, 0.222, 0.223, 0.206]
}



Repeat the first record exactly.
{
  "formula": "C19H21FN2O5S2",
  "method": "ωB97M-V with the def2-TZVPD basis set",
  "multiplicity": 1,
  "e_homo_ev": -8.89,
  "total_energy_ha": -2118.59747,
  "fmax_ev_per_a": 1.1,
  "charge": 0,
  "orbital_gap_ha": 0.3304,
  "smiles": "O=C(COC(=O)C1CCN(S(=O)(=O)c2cccs2)CC1)NCc1ccc(F)cc1",
  "symbols": ["O", "C", "C", "O", "C", "O", "C", "C", "C", "N", "S", "O", "O", "C", "C", "C", "C", "S", "C", "C", "N", "C", "C", "C", "C", "C", "F", "C", "C", "H", "H", "H", "H", "H", "H", "H", "H", "H", "H", "H", "H", "H", "H", "H", "H", "H", "H", "H", "H", "H"],
  "coordinates": [[-4.054, -2.084, 1.675], [-2.966, -2.003, 1.144], [-2.424, -3.171, 0.311], [-1.171, -2.844, -0.272], [-0.280, -3.818, -0.479], [-0.485, -4.983, -0.278], [1.049, -3.221, -0.919], [1.702, -2.669, 0.361], [2.916, -1.797, 0.043], [2.620, -0.778, -0.942], [1.713, 0.501, -0.358], [0.690, 0.104, 0.579], [1.305, 1.298, -1.472], [2.950, 1.366, 0.560], [2.985, 1.621, 1.897], [4.138, 2.342, 2.272], [4.945, 2.613, 1.211], [4.315, 2.000, -0.267], [2.133, -1.334, -2.190], [0.845, -2.121, -1.968], [-2.149, -0.946, 1.243], [-2.555, 0.280, 1.901], [-3.025, 1.298, 0.891], [-2.104, 1.900, 0.041], [-2.517, 2.807, -0.917], [-3.865, 3.103, -1.011], [-4.279, 3.994, -1.941], [-4.804, 2.514, -0.185], [-4.374, 1.604, 0.765], [-3.152, -3.398, -0.476], [-2.325, -4.061, 0.943], [1.670, -4.023, -1.330], [0.976, -2.055, 0.896], [2.002, -3.496, 1.007], [3.739, -2.402, -0.349], [3.257, -1.287, 0.948], [2.209, 1.303, 2.568], [4.351, 2.643, 3.282], [5.877, 3.143, 1.212], [2.922, -1.968, -2.604], [1.956, -0.494, -2.862], [0.081, -1.424, -1.623], [0.511, -2.565, -2.907], [-1.276, -0.911, 0.736], [-1.695, 0.667, 2.455], [-3.362, 0.025, 2.592], [-1.056, 1.652, 0.122], [-1.811, 3.275, -1.583], [-5.847, 2.764, -0.292], [-5.093, 1.124, 1.411]],
  "nbo_charge": [-0.632, 0.654, -0.166, -0.529, 0.817, -0.582, -0.318, -0.424, -0.230, -0.666, 2.336, -0.975, -0.928, -0.576, -0.192, -0.268, -0.380, 0.516, -0.231, -0.421, -0.612, -0.242, -0.060, -0.188, -0.280, 0.397, -0.329, -0.285, -0.175, 0.214, 0.230, 0.226, 0.237, 0.226, 0.210, 0.221, 0.245, 0.235, 0.244, 0.204, 0.242, 0.227, 0.224, 0.430, 0.207, 0.235, 0.230, 0.232, 0.228, 0.221]
}